Entry 1:
Here is the molecule C5H8O from the OMol25 dataset. Energies are from ωB97M-V with the def2-TZVPD basis set.

As for the relative energy (zero: lowest compared OMol25 entry of this formula, charge and spin): 107.5 kcal per mole. The value obtained for the frontier orbital gap is 9.145 eV.

Last column: Mulliken charge in e.
CARTESIAN COORDINATES (ANGSTROEM)
C  1.763  -0.131  0.636  -0.71
C  1.044  1.003  0.001  -0.62
C  -0.679  0.161  -1.077  -0.65
C  -1.415  -0.770  -0.104  -0.33
O  -1.055  0.001  1.043  -0.46
C  -0.381  0.991  0.222  0.37
H  1.159  -0.900  1.136  0.29
H  2.359  0.388  1.404  0.31
H  2.501  -0.580  -0.035  0.29
H  0.214  -0.262  -1.549  0.18
H  -1.253  0.690  -1.836  0.34
H  -1.021  -1.792  -0.053  0.25
H  -2.500  -0.802  -0.253  0.28
H  -0.882  1.959  0.294  0.48

---

Entry 2:
Here is a structure of composition C38H35BF6HfIN9O7P from the OMol25 dataset. Energies are from ωB97M-V with the def2-TZVPD basis set.

As for the relative energy (zero: lowest compared OMol25 entry of this formula, charge and spin): 1.0 kcal per mole. The value obtained for the frontier orbital gap (spin up / spin down) is 7.915 / 6.098 eV. As for the multiplicity: 2.

Last column: Mulliken charge in e.
CARTESIAN COORDINATES (ANGSTROEM)
Hf  0.255  0.591  0.006  2.77
C  2.208  -0.398  3.501  -1.31
C  0.731  -0.279  3.346  0.28
C  -0.227  -0.669  4.287  -1.30
C  -1.452  -0.307  3.756  0.85
C  -2.817  -0.571  4.289  -1.46
N  -1.216  0.300  2.582  0.57
N  0.121  0.278  2.294  0.41
B  -2.156  1.345  1.928  -0.83
N  -1.325  2.621  1.787  0.69
N  -0.162  2.601  1.081  0.50
C  0.392  3.813  1.209  0.59
C  1.701  4.217  0.622  -1.07
C  -0.438  4.614  1.999  -1.68
C  -1.515  3.824  2.349  0.88
C  -2.703  4.167  3.183  -1.56
N  -2.675  0.973  0.526  0.53
N  -1.884  1.055  -0.593  0.39
C  -2.708  0.916  -1.652  0.75
C  -2.333  1.035  -3.090  -1.30
C  -4.010  0.724  -1.198  -1.71
C  -3.950  0.766  0.183  0.99
C  -5.072  0.600  1.147  -1.43
H  2.487  -1.405  3.813  0.26
H  2.531  0.293  4.282  0.39
H  2.739  -0.157  2.588  -0.06
H  -0.048  -1.170  5.224  0.54
H  -2.752  -1.313  5.081  0.49
H  -3.455  -0.956  3.492  0.13
H  -3.282  0.331  4.691  0.18
H  -3.083  1.527  2.648  -0.23
H  2.523  3.722  1.140  0.12
H  1.828  5.293  0.723  0.45
H  1.763  3.937  -0.424  -0.03
H  -0.274  5.641  2.280  0.53
H  -2.630  5.203  3.506  0.40
H  -2.758  3.527  4.064  0.26
H  -3.628  4.039  2.618  0.28
H  -1.778  1.955  -3.268  0.16
H  -3.244  1.054  -3.684  0.52
H  -1.707  0.212  -3.424  0.21
H  -4.884  0.573  -1.808  0.52
H  -5.987  0.410  0.590  0.42
H  -5.216  1.489  1.762  0.21
H  -4.886  -0.248  1.806  0.18
O  -2.310  -5.078  -1.960  -0.55
C  -1.996  -3.952  -1.699  0.27
C  -0.711  -3.245  -2.154  -0.12
O  0.064  -3.653  -2.981  -0.57
C  -0.627  -2.030  -1.317  -0.06
C  -1.694  -2.016  -0.346  1.19
O  -1.586  -1.296  0.649  0.20
C  -2.729  -3.003  -0.747  -0.54
O  -3.905  -3.016  -0.492  -0.55
O  0.237  -1.131  -1.292  -0.14
I  4.066  5.482  -6.515  0.07
C  2.958  4.236  -5.232  -0.06
C  2.922  2.871  -5.473  -0.74
C  2.209  2.052  -4.614  -0.45
C  1.552  2.595  -3.516  0.08
C  1.588  3.966  -3.294  -0.01
C  2.286  4.795  -4.157  -0.85
C  0.839  1.675  -2.584  0.63
O  0.437  0.591  -2.975  -0.50
O  0.678  2.067  -1.348  -0.69
H  3.440  2.450  -6.324  0.39
H  2.160  0.984  -4.781  0.53
H  1.058  4.386  -2.448  0.53
H  2.307  5.863  -3.986  0.41
F  2.275  1.311  0.824  -0.44
P  3.607  0.848  -0.207  1.30
F  3.725  -0.458  0.716  -0.41
F  4.695  0.305  -1.203  -0.37
F  3.346  2.144  -1.075  -0.33
F  2.377  0.068  -1.037  -0.37
F  4.600  1.633  0.734  -0.42
C  3.042  -3.787  0.691  -1.33
C  2.236  -2.762  0.224  -0.52
N  1.193  -2.285  0.911  1.49
C  0.867  -2.914  2.036  -0.77
C  1.599  -3.960  2.593  -0.08
C  2.748  -4.362  1.912  -0.95
C  1.270  -4.549  3.900  -0.76
C  0.066  -4.815  4.411  -0.54
C  -1.240  -4.776  3.730  0.67
C  -1.465  -5.331  2.470  -0.26
C  -2.773  -5.351  2.016  -0.35
N  -3.777  -4.829  2.716  -0.58
C  -3.460  -4.310  3.892  -0.28
N  -2.254  -4.278  4.444  -0.56
H  3.900  -4.105  0.114  0.51
H  2.441  -2.306  -0.735  0.55
H  -0.014  -2.550  2.546  0.87
H  3.384  -5.132  2.334  0.56
H  2.133  -4.747  4.528  0.45
H  0.001  -5.115  5.451  0.43
H  -0.662  -5.768  1.892  0.44
H  -3.037  -5.818  1.072  0.55
H  -4.269  -3.878  4.473  0.49

---

Entry 3:
Here is a structure of composition C36H30Cl3N3O3PPdS5Sb from the OMol25 dataset. Energies are from ωB97M-V with the def2-TZVPD basis set.

As for the relative energy (zero: lowest compared OMol25 entry of this formula, charge and spin): 2.5 kcal per mole. The value obtained for the frontier orbital gap is 3.357 eV. The total charge is -2.

Last column: Mulliken charge in e.
CARTESIAN COORDINATES (ANGSTROEM)
Pd  0.233  0.036  -0.445  0.38
O  2.746  -1.677  2.639  -0.79
C  1.963  -1.052  1.925  0.42
O  2.176  -0.464  0.830  -0.59
C  0.510  -0.860  2.485  -1.09
P  0.284  0.905  2.620  1.15
C  -1.025  1.183  3.877  0.40
C  -2.071  0.262  3.924  -0.69
C  -3.138  0.445  4.792  -0.77
C  -3.177  1.560  5.616  -0.48
C  -2.148  2.493  5.566  -0.93
C  -1.080  2.304  4.701  -0.29
C  1.802  1.513  3.401  0.83
C  2.012  1.371  4.770  -0.44
C  3.222  1.743  5.335  -0.81
C  4.231  2.254  4.528  -0.45
C  4.032  2.381  3.161  -0.91
C  2.824  2.006  2.594  -0.11
H  0.407  -1.331  3.463  0.52
H  -0.202  -1.270  1.755  0.31
H  -2.050  -0.606  3.276  0.41
H  -3.942  -0.280  4.816  0.53
H  -4.011  1.706  6.290  0.36
H  -2.175  3.367  6.204  0.38
H  -0.277  3.031  4.677  0.50
H  1.237  0.957  5.402  0.42
H  3.381  1.622  6.399  0.39
H  5.182  2.534  4.965  0.37
H  4.825  2.753  2.526  0.41
H  2.684  2.060  1.523  0.34
S  -1.233  -3.213  -4.938  -0.78
Sb  -0.727  -1.035  -4.370  0.27
S  -0.611  -2.384  -0.794  -0.40
S  0.781  -1.513  -1.988  -0.15
S  1.107  -0.255  -5.563  -0.82
Cl  -6.395  1.211  4.076  -0.25
C  -6.043  1.624  2.417  0.46
C  -6.983  1.323  1.442  -1.08
C  -6.728  1.718  0.143  -0.11
C  -5.572  2.418  -0.203  -0.37
C  -5.381  2.844  -1.649  0.05
C  -4.788  1.693  -2.479  -1.95
N  -3.354  1.672  -2.353  0.55
C  -2.470  2.502  -3.016  -0.22
C  -1.228  2.110  -2.625  -1.58
N  -1.337  1.075  -1.732  0.91
C  -2.611  0.842  -1.589  -0.67
O  -6.619  3.216  -2.258  -0.45
C  -6.993  4.572  -2.048  -1.19
C  -7.290  4.928  -0.617  0.40
C  -8.475  4.696  0.013  0.59
Cl  -9.886  4.006  -0.688  -0.22
S  -8.466  5.139  1.663  -0.21
C  -6.839  5.657  1.547  -0.50
C  -6.343  5.492  0.294  -0.53
C  -4.635  2.656  0.794  1.43
Cl  -3.160  3.497  0.456  -0.02
C  -4.861  2.264  2.109  -1.27
H  -7.895  0.808  1.704  0.46
H  -7.456  1.511  -0.631  0.52
H  -4.679  3.684  -1.710  0.74
H  -5.062  1.827  -3.526  0.43
H  -5.189  0.735  -2.149  0.38
H  -2.808  3.245  -3.717  0.54
H  -0.271  2.462  -2.971  0.57
H  -3.035  0.046  -0.997  0.32
H  -7.883  4.731  -2.657  0.58
H  -6.204  5.236  -2.425  0.33
H  -6.326  6.025  2.420  0.45
H  -5.327  5.736  0.014  0.44
H  -4.120  2.468  2.870  0.55
N  -0.087  1.547  1.210  0.49
C  0.249  2.868  0.890  -0.12
C  -0.114  3.954  1.696  0.44
C  0.207  5.257  1.344  -0.81
C  0.895  5.518  0.168  -0.71
C  1.263  4.448  -0.640  -1.03
C  0.952  3.146  -0.287  -0.80
H  -0.682  3.772  2.598  0.51
H  -0.094  6.072  1.993  0.41
H  1.140  6.534  -0.116  0.38
H  1.810  4.624  -1.558  0.46
H  1.272  2.315  -0.910  0.81

---

Entry 4:
Here is a structure of composition C29H29BN8O6S3Zr in a non-equilibrium geometry from the OMol25 dataset. Energies are from ωB97M-V with the def2-TZVPD basis set.

As for the relative energy (zero: lowest compared OMol25 entry of this formula, charge and spin): 21.1 kcal per mole. The value obtained for the frontier orbital gap is 7.347 eV. The total charge is +2.

Last column: Mulliken charge in e.
CARTESIAN COORDINATES (ANGSTROEM)
Zr  0.382  -0.752  0.156  -0.20
C  -0.707  -2.917  -3.677  -1.70
C  -0.133  -3.135  -2.307  1.23
C  -0.819  -3.921  -1.374  -0.37
C  -0.262  -4.234  -0.148  -0.87
C  1.008  -3.766  0.188  -0.10
C  1.690  -2.942  -0.703  -1.56
C  1.115  -2.632  -1.951  0.10
H  -0.088  -2.252  -4.278  0.34
H  -1.720  -2.511  -3.626  0.33
H  -0.773  -3.873  -4.201  0.53
H  -1.793  -4.318  -1.637  0.52
H  -0.790  -4.895  0.529  0.46
H  1.503  -4.117  1.082  0.69
H  2.729  -2.686  -0.526  0.66
H  1.721  -2.120  -2.691  0.39
C  4.496  1.855  2.250  -0.83
N  3.254  2.412  1.715  0.14
C  2.723  3.648  2.030  -0.49
C  1.580  3.773  1.325  -0.74
N  1.413  2.617  0.588  0.54
B  0.309  2.347  -0.458  1.30
N  -1.075  2.668  0.102  0.49
C  -2.031  3.543  -0.384  -0.80
C  -3.134  3.400  0.381  -0.50
N  -2.849  2.429  1.327  0.27
C  -3.807  1.898  2.293  -0.88
C  -1.601  1.992  1.133  -0.13
S  -0.769  0.754  2.016  -0.52
C  2.441  1.810  0.837  -0.01
S  2.743  0.246  0.141  -0.67
H  5.072  2.660  2.694  0.34
H  5.073  1.405  1.447  0.35
H  4.278  1.104  3.007  0.32
H  3.204  4.317  2.723  0.48
H  0.870  4.582  1.282  0.54
H  0.329  1.099  -0.624  -0.59
H  0.522  2.916  -1.488  -0.13
H  -1.836  4.205  -1.211  0.59
H  -4.087  3.900  0.340  0.55
H  -4.389  2.717  2.705  0.38
H  -3.269  1.401  3.093  0.33
H  -4.468  1.190  1.796  0.30
O  -3.399  0.059  -0.593  -0.61
C  -2.359  -0.150  -1.147  -0.31
O  -1.405  -0.951  -0.605  0.85
C  -1.943  0.497  -2.426  0.93
C  -0.656  0.292  -2.893  1.84
C  -0.178  1.018  -3.960  -1.21
C  -0.975  1.928  -4.620  -0.53
C  -2.268  2.089  -4.155  -0.61
C  -2.771  1.409  -3.067  -0.59
N  -3.141  3.077  -4.840  1.02
O  -4.198  3.331  -4.305  -0.59
O  -2.701  3.592  -5.840  -0.58
N  1.224  0.839  -4.367  1.07
O  1.922  0.166  -3.627  -0.63
O  1.560  1.312  -5.422  -0.61
H  -0.042  -0.460  -2.408  -0.68
H  -0.618  2.499  -5.468  0.68
H  -3.777  1.606  -2.721  0.67
N  -2.054  -2.291  1.963  -0.06
C  -0.885  -2.264  2.603  -0.24
N  0.287  -1.877  2.075  1.61
C  1.332  -2.097  3.028  -0.77
C  2.700  -1.947  2.834  -0.24
C  3.569  -2.245  3.872  -1.01
C  3.102  -2.700  5.101  -0.64
C  1.746  -2.887  5.298  -0.54
C  0.888  -2.591  4.252  1.02
S  -0.836  -2.826  4.229  -0.27
H  -2.184  -1.811  1.084  -0.13
H  -2.886  -2.502  2.490  0.27
H  3.097  -1.607  1.891  0.42
H  4.634  -2.131  3.714  0.49
H  3.798  -2.930  5.896  0.43
H  1.363  -3.267  6.236  0.45